Formula: C5H9N4O2
Source: the OMol25 dataset
Level of theory: ωB97M-V with the def2-TZVPD basis set

Its net charge is +1. The expectation value of S² is 2.03. The calculation puts the HOMO energy (alpha / beta) at -0.4373 / -0.5205 Ha. As for the energy above the lowest of the compared OMol25 structures with the same formula, charge and spin: 866.7 kJ/mol. As for the spin multiplicity: 3. The value obtained for the LUMO energy (alpha / beta) is -4.75 / -8.21 eV. As for the orbital gap (alpha / beta): 7.15 / 5.96 eV.

```
20
Properties=species:S:1:pos:R:3:forces:R:3:lowdin_spin:R:1
C 0.5988 0.0245 -0.6450 -1.15 -0.31 -0.16 0.009
C -1.3397 0.0123 1.6051 -2.60 0.07 -3.49 0.604
C 1.7328 -0.1286 -1.5395 3.60 -1.35 3.44 -0.003
C 2.1009 0.5156 1.3037 3.47 0.65 -0.22 0.082
C -1.6730 -0.3633 -1.7941 -0.63 -0.38 -1.26 0.037
N -0.1687 0.2029 1.6276 3.55 -0.26 4.03 0.238
N 0.8276 0.2739 0.8046 -0.89 -0.61 -2.52 0.453
N -0.5866 -0.1682 -0.9133 -2.26 0.34 1.32 0.214
N -2.6510 -0.0431 2.0386 1.40 -0.14 0.50 0.074
O -2.8431 0.4681 3.0930 -0.72 1.42 2.19 0.110
O -3.4342 -0.5333 1.2932 -1.48 -1.30 -1.41 0.088
H 2.2423 -1.1447 -1.2957 -0.55 1.59 -0.07 -0.004
H 1.4419 -0.2881 -2.4922 -1.09 0.22 -3.18 0.000
H 2.4967 0.6517 -1.3755 -0.38 -0.34 -0.78 -0.002
H 2.1150 1.4278 1.9250 -0.04 0.34 -0.80 0.034
H 2.5217 -0.1341 2.0940 -0.83 -0.77 -0.46 0.038
H 2.8483 0.4798 0.4102 -1.37 0.50 2.13 0.000
H -1.4316 -0.3640 -2.8530 0.35 -0.23 -0.17 0.000
H -2.3020 -1.2485 -1.5709 0.99 -0.07 0.27 0.012
H -2.4960 0.3595 -1.7157 0.63 0.63 0.65 0.016
```
Positions in Å, forces in eV/Å.


Formula: C5H9N4S2
Source: the OMol25 dataset
Level of theory: ωB97M-V with the def2-TZVPD basis set

Its net charge is +1. The calculation puts the HOMO energy at -0.4429 Ha. As for the energy above the lowest of the compared OMol25 structures with the same formula, charge and spin: 134.0 kJ/mol. The structure (SMILES) is NC(=[NH2+])NC(=S)[C@@H]1N=CCS1. The value obtained for the LUMO energy is -4.00 eV. As for the orbital gap: 8.06 eV.

```
20
Properties=species:S:1:pos:R:3:forces:R:3:lowdin_charge:R:1
C -0.0926 -1.7657 -1.9323 1.05 4.00 -1.28 -0.148
C 0.3191 1.0787 -0.1214 -0.10 -0.52 -0.99 -0.655
C -0.3209 0.5371 2.1962 1.66 -0.24 -0.88 -0.423
C 0.9088 -1.3692 -2.9758 -0.29 0.46 -1.35 -0.394
C -0.3310 0.4491 -1.7400 0.98 4.04 2.58 -0.512
N -0.7784 -0.8390 -1.3965 -0.30 -0.69 0.05 -0.025
N -1.0563 -0.2545 2.9494 -2.15 -0.45 0.38 0.215
N -0.2583 0.2879 0.8659 -0.02 0.95 -0.69 0.067
N 0.4649 1.4430 2.7259 -1.53 -1.38 0.81 0.221
S 1.4969 2.1602 0.1602 -0.40 -0.04 -1.44 0.817
S 1.1463 0.4603 -2.8255 -1.29 -0.90 0.19 0.872
H -0.2118 -2.7448 -1.7481 -0.78 -3.43 0.96 0.093
H 1.9396 -1.7918 -2.7947 -1.42 -0.25 -0.94 0.100
H 0.2812 -1.5370 -3.9769 2.17 -0.24 1.66 0.143
H -1.1334 1.2788 -1.9401 1.34 -1.94 0.07 0.144
H -1.9893 -0.3932 2.5695 0.19 -0.61 0.26 0.144
H -1.0010 -0.2828 3.9653 0.20 0.36 -0.45 0.147
H -0.7003 -0.4628 0.3307 -0.83 -0.85 0.92 0.108
H 0.1441 1.9346 3.5082 -0.22 0.53 1.49 0.130
H 1.1724 1.8110 2.1803 1.74 1.20 -1.38 -0.044
```
Positions in Å, forces in eV/Å.


Formula: C5H9N5O2
Source: the OMol25 dataset
Level of theory: ωB97M-V with the def2-TZVPD basis set

Its net charge is +2. The calculation puts the HOMO energy at -0.6111 Ha. As for the energy above the lowest of the compared OMol25 structures with the same formula, charge and spin: 0.0 kJ/mol. The structure (SMILES) is [NH+]#CN/C=[NH+]\C(O)=C(/[O-])NC=[NH2+]. The value obtained for the LUMO energy is -7.84 eV. As for the orbital gap: 8.79 eV.

```
21
Properties=species:S:1:pos:R:3:forces:R:3:lowdin_charge:R:1
C -3.0059 0.6412 0.0268 0.10 0.14 0.12 0.016
C -1.5581 -1.0960 -0.4621 2.41 2.34 1.65 -0.166
C 0.0579 1.0900 -0.6688 -0.10 0.22 0.06 -0.364
C 2.2088 0.0447 0.0166 -0.04 -0.40 0.65 -0.087
C -0.7026 0.6274 0.5155 -1.92 -2.78 -1.26 -0.275
N -2.8041 -0.5431 -0.5375 -1.10 -0.35 -0.43 0.167
N 1.4451 0.7971 -0.7530 0.20 0.47 -0.72 0.196
N -2.0027 1.2347 0.6161 0.33 0.32 0.18 0.172
N -0.8488 -2.0322 -0.7094 0.16 -0.05 -0.03 0.260
N 3.4780 -0.1225 -0.1753 0.29 0.08 -0.24 0.248
O -0.4694 1.6555 -1.5855 0.15 -0.11 0.22 0.176
O -0.0364 0.3586 1.6586 0.29 0.44 0.06 0.090
H -3.9929 1.0912 0.0120 0.04 -0.05 0.01 0.193
H 1.7385 -0.4491 0.8621 0.16 0.00 -0.15 0.161
H -3.5844 -1.0836 -0.9105 -0.04 0.18 0.03 0.203
H 1.8555 1.2411 -1.5784 -0.12 -0.09 0.13 0.197
H -2.1179 2.1466 1.0592 -0.16 -0.10 -0.17 0.205
H -0.9626 -2.9025 -1.2104 -0.38 -0.11 -0.13 0.124
H 4.0168 -0.7309 0.4315 -0.09 0.09 -0.02 0.163
H 3.9879 0.3414 -0.9249 -0.07 -0.14 0.14 0.165
H -0.6046 0.1571 2.4151 -0.09 -0.11 -0.09 0.157
```
Positions in Å, forces in eV/Å.


Formula: C5H9NO
Source: the OMol25 dataset
Level of theory: ωB97M-V with the def2-TZVPD basis set

Its net charge is 0. The calculation puts the HOMO energy at -0.3999 Ha. As for the energy above the lowest of the compared OMol25 structures with the same formula, charge and spin: 101.6 kJ/mol. The structure (SMILES) is CC[C@@H](O)CC#N. The value obtained for the LUMO energy is 0.69 eV. As for the orbital gap: 11.57 eV.

```
16
Properties=species:S:1:pos:R:3:forces:R:3:lowdin_charge:R:1
C -1.5497 -0.9737 -1.0431 -0.18 0.03 -0.06 -0.106
C -0.1667 -0.7738 -0.4367 0.16 -0.04 0.08 -0.204
C 0.0976 0.6617 0.0545 0.29 -0.19 -0.12 -0.407
O -1.0546 1.2715 0.6048 -0.18 0.17 -0.14 -0.038
C 1.1112 0.6845 1.2049 -0.01 0.01 0.03 -0.136
C 2.4613 0.3067 0.7825 0.86 -0.23 -0.30 -0.219
N 3.5269 0.0218 0.4356 -1.01 0.24 0.31 0.143
H -1.6696 -0.4503 -1.9996 0.06 -0.10 0.10 0.079
H -1.7296 -2.0383 -1.2069 0.01 0.11 -0.13 0.075
H -2.3379 -0.6208 -0.3683 0.17 -0.10 -0.07 0.072
H 0.6105 -1.0496 -1.1613 -0.11 0.08 0.13 0.119
H -0.0461 -1.4651 0.4060 -0.08 0.10 -0.02 0.115
H 0.4943 1.2672 -0.7771 -0.13 -0.06 0.16 0.152
H -1.6567 1.4765 -0.1207 0.02 -0.03 0.19 0.094
H 0.7722 -0.0061 1.9852 0.07 0.11 -0.08 0.130
H 1.1367 1.6878 1.6401 0.06 -0.11 -0.09 0.129
```
Positions in Å, forces in eV/Å.


Formula: C5H9NO
Source: the OMol25 dataset
Level of theory: ωB97M-V with the def2-TZVPD basis set

Its net charge is 0. The calculation puts the HOMO energy at -0.2887 Ha. As for the energy above the lowest of the compared OMol25 structures with the same formula, charge and spin: 589.8 kJ/mol. The structure (SMILES) is C1CO[C@@H]2C[C@H]2N1. The value obtained for the LUMO energy is 1.15 eV. As for the orbital gap: 9.01 eV.

```
16
Properties=species:S:1:pos:R:3:forces:R:3:lowdin_charge:R:1
C -1.4352 -0.5900 -0.2913 -0.78 0.81 -3.34 -0.296
C -1.2447 0.8658 0.0345 -2.59 1.98 2.62 -0.284
C 1.0123 0.6930 0.3846 -1.25 -0.32 -2.18 -0.174
C 2.2218 -0.1325 -0.1819 -1.99 1.97 -2.21 0.007
C 0.7880 -0.6744 -0.3294 0.60 1.29 4.60 -0.229
H -2.5149 -0.9115 -0.0526 1.80 0.39 -0.11 0.145
H -1.3262 -0.5618 -1.4968 -0.52 -0.91 2.49 0.156
H -1.5428 0.9027 1.1827 0.75 0.33 -1.67 0.144
H -2.0301 1.4390 -0.4761 0.12 0.02 0.12 0.119
H 1.0334 0.7544 1.5059 -0.41 -0.39 -1.24 0.150
H 2.7710 0.2467 -1.1083 -1.10 -1.03 1.08 0.131
H 2.8598 -0.3646 0.5866 1.41 -0.74 1.74 0.055
H 0.4241 -0.7175 -1.2954 0.36 0.98 -2.09 0.090
H -0.5764 -1.2105 1.4174 1.44 -0.30 -3.19 0.167
N -0.3838 -1.3459 0.3173 -0.10 -2.47 2.76 -0.066
O -0.0565 1.6073 -0.1971 2.25 -1.61 0.61 -0.115
```
Positions in Å, forces in eV/Å.


Formula: C5H9NO
Source: the OMol25 dataset
Level of theory: ωB97M-V with the def2-TZVPD basis set

Its net charge is 0. The calculation puts the HOMO energy at -0.2852 Ha. As for the energy above the lowest of the compared OMol25 structures with the same formula, charge and spin: 531.2 kJ/mol. The value obtained for the LUMO energy is 0.30 eV. As for the orbital gap: 8.06 eV.

```
16
Properties=species:S:1:pos:R:3:forces:R:3:lowdin_charge:R:1
C 2.1939 -0.2021 0.2130 0.07 -0.06 -0.08 -0.121
C 0.9575 0.6954 0.3205 -0.02 0.10 0.04 -0.353
C -0.0239 0.7464 -0.8161 0.36 0.08 -0.06 -0.021
O -0.7534 -0.9021 -0.7307 0.00 0.11 0.23 -0.102
C -2.0835 -0.5281 -0.3588 -0.26 -0.17 -0.03 -0.190
C -2.1554 0.4554 0.7401 -0.13 0.48 0.78 -0.224
N -2.3378 1.1407 1.6552 0.15 -0.77 -0.89 0.163
H 2.7287 0.0035 -0.7207 -0.04 -0.05 0.14 0.072
H 2.8845 -0.0407 1.0481 -0.09 -0.05 -0.10 0.068
H 1.9382 -1.2720 0.2098 0.02 0.16 0.00 0.060
H 1.2712 1.7487 0.3770 0.04 -0.06 0.00 0.116
H 0.4372 0.5282 1.2769 0.08 0.08 -0.17 0.089
H 0.5080 0.5616 -1.7637 0.06 -0.03 0.11 0.043
H -0.3278 -1.4421 -0.0413 -0.17 0.20 -0.09 0.134
H -2.6347 -1.4299 -0.0809 -0.07 0.05 -0.02 0.131
H -2.5088 -0.0740 -1.2528 -0.01 -0.09 0.15 0.134
```
Positions in Å, forces in eV/Å.


Question: Look up the energy above the lowest of the compared OMol25 structures with the same formula, charge and spin of the first one.
Answer: 866.7 kJ/mol